No. 1
83
Properties=species:S:1:pos:R:3 method="wB97M-V/def2-TZVPD" charge=0 smiles="CCCCCC[C@@H](CCCCCOC(C)=O)OC=O.Fc1ccccc1.Fc1ccccc1.Fc1ccccc1" e_homo_ev=-9.090
C 7.476 1.574 -0.747
C 6.846 2.144 -2.105
C 5.494 1.423 -2.589
C 4.796 0.475 -1.503
C 3.231 0.345 -1.947
C 2.450 -0.159 -0.635
C 1.006 -0.798 -0.932
C -0.122 0.327 -0.747
C -1.553 -0.429 -0.713
C -2.780 0.554 -1.078
C -4.184 -0.007 -0.549
C -5.355 1.091 -0.767
O -6.004 0.958 -2.070
C -7.408 0.792 -1.939
C -8.481 1.900 -2.371
O -7.805 -0.314 -1.489
O 0.868 -1.335 -2.278
C 0.938 -2.742 -2.297
O 1.754 -3.421 -1.641
H 8.269 2.346 -0.412
H 6.743 1.489 0.128
H 8.078 0.607 -0.927
H 6.735 3.281 -2.031
H 7.631 1.960 -2.930
H 5.634 0.875 -3.590
H 4.742 2.267 -2.819
H 5.208 -0.586 -1.553
H 4.768 0.900 -0.448
H 2.794 1.379 -2.211
H 3.146 -0.363 -2.838
H 2.270 0.702 0.110
H 3.094 -0.970 -0.147
H 0.802 -1.610 -0.147
H -0.137 1.085 -1.610
H 0.037 0.841 0.256
H -1.713 -0.819 0.349
H -1.534 -1.338 -1.399
H -2.822 0.779 -2.195
H -2.586 1.531 -0.503
H -4.155 -0.176 0.591
H -4.450 -0.986 -1.084
H -6.174 0.949 0.029
H -4.918 2.154 -0.689
H -8.410 2.847 -1.731
H -9.513 1.448 -2.150
H -8.422 2.178 -3.474
H 0.218 -3.279 -3.011
F 5.794 0.784 1.747
C 6.100 1.097 3.017
C 7.186 0.488 3.626
C 7.505 0.816 4.940
C 6.728 1.742 5.633
C 5.638 2.344 5.013
C 5.325 2.023 3.695
H 7.773 -0.236 3.074
H 8.357 0.351 5.423
H 6.975 1.994 6.659
H 5.031 3.061 5.555
H 4.484 2.489 3.194
F 4.416 0.506 7.487
C 3.327 -0.027 6.909
C 2.300 -0.507 7.707
C 1.170 -1.054 7.109
C 1.084 -1.125 5.721
C 2.124 -0.645 4.930
C 3.250 -0.087 5.527
H 2.388 -0.450 8.786
H 0.357 -1.425 7.723
H 0.204 -1.556 5.255
H 2.058 -0.705 3.849
H 4.064 0.299 4.927
F -9.400 -3.700 -7.706
C -9.290 -3.187 -6.469
C -8.099 -2.592 -6.083
C -7.987 -2.057 -4.804
C -9.062 -2.132 -3.923
C -10.251 -2.737 -4.320
C -10.368 -3.263 -5.603
H -7.270 -2.550 -6.780
H -7.062 -1.582 -4.494
H -8.971 -1.718 -2.924
H -11.086 -2.798 -3.631
H -11.289 -3.729 -5.932



No. 2
80
Properties=species:S:1:pos:R:3 method="wB97M-V/def2-TZVPD" charge=+1 smiles="CN1CC[N+](C)=C1C[C@H](/C=C/c1cc2c3c(c1)CCCN3CCC2)c1cc2c3c(c1)CCCN3CCC2" e_homo_ev=-8.816
C 4.829 -1.523 1.864
N 4.512 -0.932 0.582
C 5.436 -1.159 -0.523
C 4.953 -0.217 -1.584
N 3.875 0.512 -0.924
C 3.295 1.652 -1.599
C 3.613 0.022 0.299
C 2.579 0.571 1.257
H 3.988 -1.479 2.567
H 5.108 -2.570 1.684
H 5.712 -1.039 2.317
H 6.473 -0.963 -0.225
H 5.370 -2.195 -0.861
H 5.729 0.467 -1.943
H 4.574 -0.778 -2.443
H 3.183 2.522 -0.935
H 3.997 1.928 -2.399
H 2.325 1.408 -2.060
H 2.380 1.606 0.947
H 3.045 0.638 2.254
C -3.910 -0.218 -4.997
C -3.640 -1.496 -5.772
N -2.291 -1.995 -5.583
C -1.806 -2.805 -6.684
C -0.744 -3.806 -6.265
C 0.331 -3.136 -5.411
C -0.257 -2.311 -4.315
C -1.563 -1.750 -4.459
C -2.101 -0.963 -3.395
C -1.370 -0.785 -2.226
C -0.069 -1.329 -2.062
C 0.743 -1.113 -0.878
C 0.470 -0.218 0.082
C 1.207 -0.118 1.407
C 0.289 0.558 2.512
C -0.485 1.687 2.205
C -1.279 2.325 3.166
C -1.347 1.807 4.489
N -2.000 2.502 5.471
C -2.621 3.790 5.264
C -2.081 4.515 4.051
C -2.011 3.584 2.845
C -2.046 2.079 6.849
C -1.987 0.574 6.981
C -0.849 -0.021 6.143
C -0.700 0.572 4.777
C 0.117 -0.017 3.796
C 0.450 -2.083 -3.148
C -3.455 -0.347 -3.541
H -3.385 0.620 -5.476
H -4.983 -0.010 -5.042
H -4.362 -2.273 -5.453
H -3.788 -1.335 -6.850
H -2.670 -3.320 -7.132
H -1.386 -2.138 -7.463
H -1.213 -4.621 -5.699
H -0.300 -4.237 -7.166
H 0.976 -3.905 -4.973
H 0.965 -2.513 -6.061
H -1.815 -0.202 -1.413
H 1.593 -1.819 -0.783
H -0.415 0.431 0.012
H 1.358 -1.159 1.734
H -0.534 2.049 1.167
H -3.713 3.657 5.165
H -2.474 4.398 6.168
H -2.733 5.362 3.835
H -1.080 4.904 4.275
H -1.483 4.079 2.024
H -3.036 3.355 2.507
H -1.219 2.538 7.423
H -2.970 2.466 7.298
H -1.830 0.330 8.033
H -2.949 0.143 6.685
H 0.097 0.143 6.684
H -0.995 -1.104 6.059
H 0.563 -1.001 3.973
H 1.453 -2.505 -3.035
H -3.446 0.651 -3.085
H -4.200 -0.941 -2.986



No. 3
86
Properties=species:S:1:pos:R:3 method="wB97M-V/def2-TZVPD" charge=0 e_above_lowest_kcal_mol=0.0 e_homo_ev=-6.375
Tl -1.108 0.049 1.996
C 1.138 -2.665 -4.734
C 0.828 -1.768 -3.564
C 1.800 -1.166 -2.843
C 1.481 -0.400 -1.674
C 2.389 0.003 -0.727
N 3.729 0.087 -0.855
C 4.389 0.585 -2.060
C 4.716 2.076 -1.981
C 3.497 2.979 -1.824
N 3.031 3.008 -0.446
C 1.780 3.229 -0.024
C 0.671 3.649 -0.706
C 0.641 4.187 -2.039
C -0.520 4.506 -2.650
C -0.566 5.128 -4.020
C -1.748 4.193 -1.977
C -1.821 3.651 -0.738
C -3.142 3.188 -0.283
N -3.324 2.216 0.491
C -4.684 1.739 0.632
C -5.010 0.714 -0.455
C -4.254 -0.607 -0.382
N -2.841 -0.425 -0.640
C -2.347 -0.955 -1.671
C -0.929 -0.906 -2.054
C -0.530 -1.635 -3.128
C 0.072 -0.126 -1.321
O -0.208 0.752 -0.491
C -0.591 3.477 0.057
O -0.609 3.247 1.260
H 2.158 -2.513 -5.084
H 0.455 -2.481 -5.565
H 1.033 -3.715 -4.451
H 2.840 -1.341 -3.099
H 1.983 0.261 0.247
H 4.215 0.288 0.005
H 3.721 0.414 -2.901
H 5.306 0.021 -2.236
H 5.221 2.342 -2.911
H 5.426 2.267 -1.168
H 2.682 2.611 -2.452
H 3.751 3.987 -2.158
H 3.696 2.730 0.255
H 1.604 2.996 1.022
H 1.571 4.399 -2.550
H 0.439 5.294 -4.407
H -1.085 6.089 -3.999
H -1.099 4.485 -4.725
H -2.677 4.364 -2.517
H -3.998 3.674 -0.784
H -5.413 2.557 0.557
H -4.785 1.276 1.616
H -4.807 1.169 -1.429
H -6.078 0.488 -0.407
H -4.713 -1.308 -1.094
H -4.351 -1.033 0.622
H -2.984 -1.531 -2.362
H -1.290 -2.184 -3.678
C -0.787 0.678 6.055
C -0.192 -0.637 5.618
C 0.605 -1.381 6.471
C 1.090 -2.604 5.995
C 0.792 -3.024 4.724
C -0.032 -2.214 3.880
N -0.504 -1.048 4.388
N -0.350 -2.482 2.609
Si -0.096 -3.938 1.785
C 1.702 -4.392 1.404
C -0.850 -5.416 2.687
C -0.925 -3.845 0.102
H -1.717 0.505 6.601
H -1.015 1.294 5.186
H -0.110 1.220 6.716
H 0.836 -1.029 7.468
H 1.720 -3.217 6.630
H 1.175 -3.961 4.341
H 2.311 -4.481 2.307
H 2.169 -3.634 0.767
H 1.750 -5.350 0.876
H -0.211 -5.753 3.509
H -1.009 -6.266 2.017
H -1.817 -5.138 3.116
H -0.458 -3.088 -0.530
H -1.989 -3.605 0.194
H -0.839 -4.810 -0.409



Total energy across the listed records, respectively: -1883.668584 -1502.110851 -2224.275009 a.u..
Frontier orbital gap across the listed records, respectively: 9.6260 6.6019 5.6603 eV.